# 1
ORCA calculation (ωB97M-V/def2-TZVPD) on the molecule C26H31N3O.

Computed properties:
spin multiplicity = 1
total charge = 0
E_tot = -1248.8866 a.u.
LUMO level = 0.0050 Ha
largest force on an atom = 0.67 eV/Å
HOMO-LUMO gap = 8.35 eV
HOMO energy = -8.21 eV
energy relative to the best compared isomer or geometry (same formula, charge and spin) = 4.0 kcal per mole
structure (SMILES) = Cc1ccccc1CCN1CCC[C@@H](CN(C)C(=O)c2ccc3ncccc3c2)C1

Geometry as XYZ:
```
61
Properties=species:S:1:pos:R:3:forces:R:3
C -4.56825 -2.74347 0.83128 -0.04 0.06 0.01
C -5.68993 -2.03970 0.12490 -0.05 -0.02 -0.02
C -6.78615 -2.76939 -0.31607 -0.02 -0.02 -0.03
C -7.84566 -2.16017 -0.96357 -0.09 -0.02 -0.04
C -7.82152 -0.79387 -1.17663 -0.10 0.01 -0.07
C -6.73756 -0.05628 -0.73888 0.02 -0.02 0.01
C -5.66783 -0.65834 -0.08751 -0.10 0.05 0.06
C -4.50150 0.18966 0.32442 0.22 0.01 -0.27
H -4.85101 1.19464 0.57017 0.01 -0.02 0.09
H -4.00869 -0.22773 1.20210 0.00 0.05 0.08
C -3.48441 0.28712 -0.83652 -0.14 -0.03 0.17
N -2.29438 1.06294 -0.57960 0.05 0.05 0.04
C -1.41638 0.51065 0.42941 0.29 0.02 -0.20
C -0.03400 1.16627 0.33589 -0.07 -0.06 0.44
C -0.19024 2.67645 0.51802 0.00 -0.08 -0.39
C -1.19502 3.21643 -0.49484 -0.15 0.08 0.26
C -2.52135 2.47500 -0.35826 0.17 0.15 -0.22
H -3.22917 2.83430 -1.10896 -0.05 0.00 0.05
H -2.94486 2.67768 0.64260 -0.04 0.02 -0.04
H -1.35122 4.28572 -0.34128 0.01 0.04 -0.04
H -0.81095 3.06414 -1.50450 -0.02 0.04 -0.07
H 0.76641 3.18492 0.39475 0.05 0.03 0.09
H -0.55253 2.87990 1.52986 0.03 0.01 0.10
C 0.91464 0.53478 1.36858 -0.37 -0.23 -0.22
N 2.30419 0.54887 0.96128 -0.09 0.06 0.17
C 2.83320 -0.58758 0.44657 0.11 0.00 0.11
O 2.20967 -1.63098 0.37355 -0.05 -0.28 -0.10
C 4.24804 -0.49692 -0.03958 0.26 -0.41 0.05
C 5.22606 -1.24939 0.55825 -0.35 0.18 -0.05
C 6.54730 -1.22179 0.07243 0.16 0.24 -0.34
C 7.60059 -1.96167 0.64990 0.24 0.02 -0.10
C 8.85312 -1.87358 0.10726 -0.28 -0.10 0.23
C 9.04495 -1.04096 -1.01127 0.08 0.02 -0.04
N 8.09830 -0.34412 -1.57229 0.29 0.23 -0.41
C 6.85379 -0.41724 -1.05987 -0.32 -0.30 0.50
C 5.82212 0.32496 -1.67331 -0.22 0.04 0.04
C 4.55228 0.28554 -1.17355 0.19 0.03 -0.06
H 3.75999 0.84323 -1.65136 -0.06 0.09 -0.06
H 6.07131 0.91400 -2.54189 0.03 0.05 -0.09
H 10.02667 -0.94871 -1.45914 0.11 -0.04 0.01
H 9.68536 -2.42447 0.51777 0.05 -0.04 0.03
H 7.40001 -2.58670 1.50932 0.01 -0.05 0.06
H 4.98813 -1.86981 1.41072 -0.05 -0.08 0.07
C 3.06263 1.76151 1.14344 0.23 0.24 -0.04
H 2.96316 2.43764 0.28955 0.04 0.07 0.06
H 2.70276 2.27501 2.03573 0.01 0.01 -0.01
H 4.11901 1.53095 1.27707 -0.07 0.09 0.02
H 0.81814 1.04151 2.33367 0.03 -0.02 0.00
H 0.65140 -0.51900 1.49511 0.00 0.17 0.08
H 0.35948 0.96463 -0.66486 0.00 -0.05 0.00
H -1.31969 -0.56258 0.25067 0.00 -0.04 0.07
H -1.80845 0.65972 1.45284 -0.01 -0.06 0.02
H -3.16480 -0.71989 -1.11828 -0.08 -0.02 -0.06
H -3.98573 0.72841 -1.70322 -0.03 -0.09 0.00
H -6.71815 1.01270 -0.90127 0.01 0.12 0.00
H -8.64267 -0.30459 -1.67973 -0.06 0.04 -0.04
H -8.68611 -2.75017 -1.29850 -0.07 -0.05 -0.02
H -6.80882 -3.83750 -0.14992 0.02 -0.10 0.03
H -4.48352 -2.39423 1.86056 0.09 -0.02 0.07
H -3.61609 -2.56269 0.33599 0.14 -0.02 0.02
H -4.74607 -3.81582 0.85098 0.04 -0.06 0.01
```
Positions in Å, forces in eV/Å.



# 2
ORCA calculation (ωB97M-V/def2-TZVPD) on a cluster of 2 separate species, C26H31N3O2 in total in a non-equilibrium geometry.

Computed properties:
spin multiplicity = 1
total charge = 0
E_tot = -1323.9905 a.u.
LUMO level = -0.0572 Ha
largest force on an atom = 1.40 eV/Å
HOMO-LUMO gap = 4.35 eV
HOMO energy = -5.91 eV
energy relative to the best compared isomer or geometry (same formula, charge and spin) = 92.4 kcal per mole

Geometry as XYZ:
```
62
Properties=species:S:1:pos:R:3:forces:R:3
C -5.43237 -2.47817 0.20831 0.35 -0.15 -0.01
N -4.89988 -1.62424 1.25234 -0.25 0.22 -0.19
C -5.66579 -1.58529 2.48069 0.00 0.04 0.01
C -3.64389 -1.07273 1.17093 0.39 0.10 0.01
C -3.38061 0.18097 1.78850 -0.04 -0.22 -0.17
C -2.17169 0.80701 1.58889 0.36 -0.19 -0.27
C -1.09214 0.12297 0.95984 -0.80 -0.42 0.21
C 0.16416 0.76881 0.82490 0.35 -0.05 0.04
C 1.41647 0.14178 1.02945 0.60 -0.29 0.00
C 2.57632 0.76534 0.48786 0.01 0.02 -0.07
C 3.80708 0.15462 0.52510 -0.07 -0.16 0.17
C 4.00045 -1.01541 1.31152 -0.27 0.12 -0.20
N 5.22710 -1.61188 1.38718 0.03 0.18 0.26
C 5.57567 -2.48461 2.49260 -0.29 -0.09 -0.09
C 6.15944 -1.62749 0.27765 0.11 0.09 -0.05
C 2.88624 -1.54049 2.02928 -0.04 -0.06 -0.10
C 1.61608 -1.05120 1.79840 -0.07 0.44 -0.21
C -1.32054 -1.19376 0.46842 -0.04 0.59 0.05
C -2.59683 -1.72549 0.46500 -0.15 0.01 0.21
H -5.22337 -2.05351 -0.78712 -0.05 -0.15 0.37
H -5.01240 -3.49617 0.25236 -0.22 0.08 -0.08
H -6.51910 -2.53289 0.35193 0.31 -0.07 -0.16
H -5.31820 -0.76995 3.12264 -0.22 -0.29 -0.11
H -6.72444 -1.44233 2.23233 0.17 0.08 0.23
H -5.56522 -2.53508 3.03442 -0.05 0.22 -0.06
H -4.17732 0.67041 2.35090 0.31 -0.01 -0.31
H -2.00978 1.82916 1.94074 -0.08 -0.33 -0.09
H 0.15526 1.85787 0.74639 0.02 -0.17 -0.28
H 2.45475 1.73003 -0.01037 0.12 -0.32 0.04
H 4.65364 0.59429 -0.00189 -0.34 0.03 0.24
H 5.17720 -2.07901 3.43265 0.18 -0.14 -0.23
H 5.18105 -3.50402 2.35217 0.17 0.11 0.09
H 6.66985 -2.52704 2.54671 -0.29 -0.06 0.12
H 5.93648 -0.83192 -0.43937 0.15 -0.28 0.19
H 7.17313 -1.49681 0.67624 -0.14 0.08 -0.26
H 6.12264 -2.59595 -0.24993 -0.02 0.23 0.09
H 3.03907 -2.37528 2.72007 -0.17 0.25 -0.42
H 0.74909 -1.54580 2.24165 0.31 0.20 0.01
H -0.48023 -1.74976 0.04478 -0.37 0.25 -0.09
H -2.79497 -2.67963 -0.03279 0.11 0.34 0.28
C -4.41072 0.58415 -2.59787 -0.31 -0.14 -0.32
C -3.42096 1.56077 -2.01801 0.05 -0.22 0.03
O -2.10332 1.04701 -2.28747 -0.63 0.51 0.23
C -1.11107 1.92131 -1.93340 1.03 0.16 0.30
C 0.18635 1.38541 -2.26731 -1.27 -0.15 0.38
C 1.36236 2.14194 -2.28614 1.20 0.68 0.29
C 1.49080 3.43176 -1.66699 0.64 -0.21 -0.21
C 2.74758 4.03886 -1.60391 -0.84 -0.77 -0.44
N 3.84476 3.48993 -2.12926 0.94 0.27 0.13
C 3.75752 2.30535 -2.74475 -0.92 0.04 0.16
C 2.56297 1.60450 -2.86025 -0.08 0.40 0.40
O -1.36807 2.99756 -1.37993 -0.11 -0.75 -0.33
H -5.42619 0.88792 -2.33412 0.00 0.00 0.07
H -4.36109 0.58378 -3.69183 0.10 -0.11 0.14
H -4.25749 -0.44008 -2.24002 0.10 0.19 -0.01
H -3.54257 2.54705 -2.49040 0.12 -0.24 0.30
H -3.56460 1.65587 -0.93149 0.11 0.12 -0.28
H 0.19640 0.40565 -2.72751 -0.05 0.02 -0.06
H 0.62083 3.90638 -1.23286 0.08 -0.06 -0.06
H 2.85856 5.01179 -1.11544 0.05 -0.28 -0.15
H 4.68028 1.89396 -3.16383 -0.20 0.17 0.10
H 2.54527 0.64176 -3.36855 -0.07 0.14 0.11
```
Positions in Å, forces in eV/Å.



# 3
ORCA calculation (ωB97M-V/def2-TZVPD) on a structure of composition C26H31N3P2PdS in a non-equilibrium geometry.

Computed properties:
spin multiplicity = 5
total charge = +2
E_tot = -2381.8138 a.u.
LUMO level (spin up / spin down) = -0.1667 / -0.3078 Ha
largest force on an atom = 2.48 eV/Å
HOMO-LUMO gap (spin up / spin down) = 7.68 / 5.46 eV
HOMO energy (spin up / spin down) = -12.21 / -13.84 eV
expectation value of S² = 6.0280

Geometry as XYZ:
```
64
Properties=species:S:1:pos:R:3:forces:R:3
C 0.35007 3.16590 -4.00753 0.14 -0.09 -0.13
C -0.22274 2.68206 -2.83267 -0.25 -0.61 0.39
C -0.83223 1.39027 -2.83250 0.35 -0.07 -0.95
C -0.86579 0.64415 -4.05257 0.68 0.53 -0.21
C -0.21074 1.13702 -5.18738 -0.43 -0.44 0.41
C 0.38172 2.39209 -5.16928 0.16 0.45 0.22
C -1.60192 -0.61129 -4.11667 -1.40 1.48 -0.38
C -2.62690 -0.75175 -3.09095 -0.57 -0.47 0.52
C -2.57151 0.05762 -1.91345 -0.51 -0.74 -0.39
C -3.68655 0.06225 -1.02234 0.76 0.13 -0.08
C -4.75812 -0.79189 -1.27332 -0.06 -0.20 -0.13
C -4.75518 -1.65433 -2.37329 -0.22 0.11 0.50
C -3.69439 -1.64049 -3.26857 0.57 0.39 -0.17
H 0.78898 4.16586 -4.00315 -0.12 -0.32 -0.05
H -0.20347 0.52270 -6.08998 0.02 0.25 0.22
H 0.86690 2.78068 -6.06265 -0.12 -0.08 0.19
H -2.00385 -0.79656 -5.12054 0.39 -0.31 0.28
H -5.60987 -0.77842 -0.59018 0.22 -0.03 -0.25
H -5.59413 -2.32987 -2.53126 0.19 0.17 0.04
H -3.68299 -2.29718 -4.14127 -0.09 0.20 0.27
N -1.43923 0.84085 -1.70679 -0.79 1.09 -0.70
Pd -0.52999 0.86780 0.15029 1.37 -2.02 0.40
C -0.19300 3.53472 -1.58264 -0.06 0.05 0.03
H -1.20619 3.72913 -1.19592 0.29 0.07 -0.17
H 0.31167 4.48967 -1.78078 -0.25 -0.13 -0.07
C -3.73804 1.00312 0.16624 -0.09 0.03 -0.05
H -3.60239 2.05292 -0.13853 -0.19 -0.29 0.06
H -4.69155 0.89144 0.69818 0.05 0.16 -0.25
P 0.73438 2.70466 -0.23851 0.07 1.27 -0.41
P -2.42596 0.64364 1.37638 -1.13 0.45 0.69
C -2.79752 -1.03795 1.93780 0.28 -0.19 -0.05
H -2.11292 -1.32357 2.74661 -0.17 0.02 -0.18
H -3.83549 -1.07543 2.29949 0.26 0.04 -0.09
H -2.67343 -1.73504 1.10046 -0.05 0.05 0.22
C -2.69796 1.70522 2.81474 -0.12 0.11 0.11
H -3.57311 1.34125 3.37339 0.22 0.19 -0.11
H -1.80073 1.67652 3.45359 -0.53 0.00 -0.24
H -2.87635 2.73572 2.47773 0.04 -0.23 0.14
C 2.34105 2.30671 -0.98043 0.08 -0.33 0.22
H 2.87131 3.22320 -1.27253 -0.15 -0.17 0.08
H 2.93033 1.75417 -0.23737 0.01 0.14 -0.25
H 2.19134 1.67033 -1.86064 0.07 0.13 0.18
C 1.06757 4.00234 0.98590 -0.04 0.04 0.14
H 1.82428 3.64366 1.69795 -0.15 0.17 -0.15
H 1.45152 4.90029 0.47837 -0.06 -0.26 0.19
H 0.14675 4.26455 1.52569 0.25 -0.03 -0.14
H -0.67738 -1.75734 -4.13152 0.51 -0.60 0.11
H -0.20213 -2.40998 -4.19515 0.20 -0.22 0.03
N 0.41488 1.36078 3.43774 0.59 0.01 -0.27
C 0.68230 0.09067 3.00322 -0.29 -0.63 -0.41
N 0.48850 -0.34276 1.76937 0.24 0.92 0.43
C 0.69477 -1.72249 1.64962 -0.15 -0.38 0.92
C 0.42810 -2.51209 0.52526 0.16 0.05 0.38
C 0.54632 -3.90151 0.63826 0.07 0.37 0.04
C 0.92937 -4.49187 1.85117 0.08 0.29 0.25
C 1.17737 -3.70369 2.98347 0.07 -0.10 -0.09
C 1.05235 -2.32331 2.88086 -0.31 -0.12 -0.63
S 1.13501 -1.12450 4.17213 -0.01 -0.13 -0.86
H 0.72585 1.55340 4.38324 -0.03 0.22 -0.24
H 0.52792 2.12400 2.76724 -0.05 -0.48 0.41
H 0.12112 -2.01939 -0.39922 0.08 -0.25 0.09
H 0.34034 -4.52890 -0.22926 0.07 0.17 0.26
H 1.02963 -5.57601 1.91794 -0.04 0.35 0.00
H 1.46066 -4.12963 3.94440 -0.09 -0.16 -0.31
```
Positions in Å, forces in eV/Å.